No. 1
Here is 2 unconnected molecules or ions with the total composition C4H3ClF2O2 in a non-equilibrium geometry from OMol25. Energies are from ωB97M-V with the def2-TZVPD basis set.

XYZ file:
```
12
Properties=species:S:1:pos:R:3:forces:R:3
O 0.42932 1.85785 2.16557 0.68 0.08 -1.25
C 0.34717 1.49120 1.06655 -1.51 0.13 2.52
C -0.05202 0.87928 -0.02158 -0.29 2.32 -1.07
C 0.91497 0.06532 -0.67612 -0.35 -3.74 -1.05
F 1.78461 0.63729 -1.48866 1.25 0.99 -0.05
F 0.24776 -0.81799 -1.58356 0.15 0.46 0.97
H -0.94026 1.24045 -0.54529 0.42 0.16 0.16
H 1.34232 -0.61360 0.10144 0.73 0.48 -0.88
O -2.07957 -0.28275 1.43960 -0.13 0.78 2.44
C -1.72068 -0.83803 0.48449 0.94 -2.45 -0.70
Cl -2.77533 -0.89645 -0.86161 -0.73 -0.17 -1.59
H -0.81085 -1.51397 0.30092 -1.18 0.95 0.49
```
Forces are in eV/Å.

Values from the calculation:
Energy relative to the best compared isomer or geometry (same formula, charge and spin) ... 106.3 kJ/mol



No. 2
Here is a molecular structure, C52H81Br6N3O30 in a non-equilibrium geometry from OMol25. Energies are from ωB97M-V with the def2-TZVPD basis set.

XYZ file:
```
172
Properties=species:S:1:pos:R:3:forces:R:3
C -4.66872 2.72922 0.90706 -0.22 0.44 0.14
C -4.16424 1.58061 0.31581 0.02 0.05 0.16
C -3.72482 1.62791 -0.99567 0.06 -0.19 -0.36
C -3.88791 2.79609 -1.72636 -0.32 -0.03 0.97
C -4.41522 3.93463 -1.13914 0.24 0.76 -0.43
C -4.75964 3.92620 0.19700 -0.11 -0.80 0.15
N -3.52344 2.79495 -3.13502 -0.11 -0.19 0.15
O -4.10452 3.54613 -3.88209 -0.02 0.33 -0.12
O -2.67796 1.99116 -3.46668 0.36 -0.19 -0.32
H -5.01702 2.74170 1.93438 0.09 -0.27 -0.01
H -4.10677 0.65090 0.86895 0.08 0.02 -0.01
H -3.27884 0.75978 -1.46342 -0.10 0.00 0.04
H -4.49019 4.85979 -1.69821 -0.04 -0.15 -0.14
H -5.15459 4.79999 0.69273 0.06 0.16 -0.14
C -1.75406 -7.38502 3.43975 -0.27 0.16 -0.10
C -2.57886 -6.43104 2.84976 0.19 -0.30 -0.11
C -3.76659 -6.83119 2.26239 -0.46 0.52 0.27
C -4.15814 -8.15408 2.32479 0.64 0.09 0.01
C -3.37042 -9.10961 2.93765 -0.34 0.00 0.34
C -2.17743 -8.70563 3.51739 0.32 -0.22 -0.16
N -5.39729 -8.55130 1.67014 -0.13 0.11 -0.30
O -5.71611 -7.92871 0.67115 -0.10 -0.04 0.16
O -6.02398 -9.47507 2.14402 -0.02 -0.13 0.02
H -0.78890 -7.07748 3.81856 -0.05 -0.06 0.19
H -2.28672 -5.39014 2.81589 -0.02 0.02 0.02
H -4.44789 -6.09855 1.84697 0.14 -0.07 -0.21
H -3.72952 -10.12783 3.00326 0.11 -0.01 -0.06
H -1.54975 -9.44819 3.99552 -0.01 0.04 -0.02
C 1.16885 -0.21448 5.65456 -0.20 -0.22 0.06
C 1.52918 -0.67690 4.39093 0.12 0.62 0.47
C 1.31012 -1.98959 4.03319 -0.13 -0.12 -0.71
C 0.66848 -2.83244 4.91777 0.58 0.77 0.44
C 0.32130 -2.38550 6.17911 -0.75 -0.71 0.30
C 0.56772 -1.08585 6.56230 0.09 0.45 -0.40
N 0.39907 -4.20528 4.53383 -0.29 0.13 -0.31
O 0.47773 -4.46108 3.34760 0.13 -0.34 -0.06
O 0.08170 -4.98923 5.39779 -0.04 -0.29 0.18
H 1.30811 0.82580 5.92053 0.09 -0.01 -0.05
H 1.99027 0.01717 3.70087 0.05 -0.16 -0.12
H 1.58613 -2.32987 3.04277 -0.09 -0.18 0.19
H -0.25010 -3.04847 6.81827 0.26 -0.05 0.08
H 0.23628 -0.73509 7.52967 0.07 -0.02 0.03
C 1.11517 1.49778 -1.24795 0.22 0.35 0.68
C -0.11824 0.80721 -0.73256 -0.68 0.43 -1.57
O 0.10174 -0.60636 -0.81489 0.59 -0.02 0.56
C -0.70862 -1.35249 -0.08596 -0.09 0.06 0.08
O -1.79119 -1.02253 0.33792 -0.36 0.27 0.16
O -0.13604 -2.51553 0.12279 0.18 -0.98 -0.45
C -0.96912 -3.49339 0.78712 0.52 0.74 0.69
H 0.85001 2.48574 -1.62297 0.01 0.06 -0.09
H 1.61999 0.94216 -2.03472 -0.12 -0.13 0.00
H 1.78577 1.65070 -0.39970 0.32 -0.01 -0.29
H -0.94455 1.02304 -1.41780 -0.14 0.07 0.25
H -0.36391 1.15486 0.26318 -0.09 -0.32 0.17
H -0.43736 -4.43585 0.78876 0.08 0.05 -0.23
H -1.94390 -3.56608 0.32640 -0.02 -0.06 -0.12
H -1.04481 -3.12996 1.81025 -0.43 -0.35 0.04
C 4.07511 -1.59815 0.18566 -0.14 0.12 -0.15
C 3.18671 -0.74750 1.05579 -0.30 -0.52 -0.27
O 3.98570 0.02372 1.96273 -0.05 0.18 0.40
C 4.42524 1.21419 1.59067 -0.05 0.56 -0.30
O 4.19900 1.80830 0.56617 -0.10 -0.44 0.04
O 5.16377 1.70971 2.59504 0.02 -0.26 -0.01
C 5.76237 2.97576 2.35847 0.92 0.32 -0.21
H 4.61375 -0.95476 -0.51062 0.17 -0.14 -0.01
H 3.45749 -2.28456 -0.38769 -0.08 -0.07 -0.14
H 4.76189 -2.18742 0.78961 0.12 0.05 -0.01
H 2.55712 -1.37034 1.69038 0.18 0.08 0.03
H 2.50905 -0.14760 0.45316 0.21 0.38 0.09
H 6.12851 3.09675 1.33830 -0.36 -0.19 -0.09
H 6.65076 3.00842 2.98997 -0.23 0.04 0.22
H 5.09866 3.80364 2.60528 -0.05 -0.14 -0.04
C -4.77585 -2.75569 -0.01526 0.46 0.77 -0.08
C -5.38026 -2.71792 1.36651 -0.43 -1.08 -0.52
O -4.79695 -1.68735 2.15457 -0.16 0.37 -0.47
C -3.74883 -1.99397 2.88721 -0.51 -0.86 1.72
O -3.22488 -3.07822 3.00891 0.17 0.49 -0.59
O -3.54207 -0.95483 3.70805 0.57 0.57 -0.46
C -2.52976 -1.12507 4.68454 0.07 -0.85 1.11
H -4.93881 -1.79898 -0.51965 -0.20 -0.14 -0.11
H -5.12950 -3.57422 -0.63693 -0.19 -0.04 0.11
H -3.69487 -2.82046 0.08065 0.02 -0.19 -0.01
H -5.27551 -3.70090 1.83311 0.25 0.23 0.30
H -6.44995 -2.52035 1.34599 0.02 0.30 -0.02
H -2.63960 -0.36254 5.45195 -0.09 0.39 -0.39
H -1.50455 -1.14094 4.31513 -0.15 0.20 -0.43
H -2.69190 -2.06679 5.22126 0.05 -0.05 -0.25
C 0.18111 2.56736 -5.02265 0.72 0.57 0.24
C 0.07790 1.07750 -4.83203 -0.49 0.41 -0.01
O -0.52048 0.53458 -6.02755 -0.09 -0.06 -0.26
C -0.61583 -0.78893 -6.09671 -0.04 0.15 -0.15
O -0.13232 -1.57334 -5.32828 0.08 -0.28 0.31
O -1.33233 -1.12222 -7.17451 0.11 0.44 0.20
C -1.49264 -2.51697 -7.40475 -0.79 -0.01 -0.46
H 0.82013 2.83349 -5.86716 -0.22 -0.14 -0.20
H 0.69296 3.01974 -4.16403 -0.10 -0.22 0.11
H -0.78115 3.06798 -5.09447 -0.13 -0.21 -0.21
H -0.60894 0.89282 -4.00543 0.21 -0.33 0.09
H 1.05193 0.62638 -4.65243 -0.08 -0.02 -0.09
H -0.57016 -2.96586 -7.75884 0.10 -0.09 0.14
H -2.25718 -2.55282 -8.18272 0.25 -0.11 -0.11
H -1.91168 -3.04548 -6.55104 0.36 0.10 0.25
C 4.02883 7.18418 -4.72191 -0.01 -0.42 -0.25
C 3.78301 5.76061 -4.24913 -0.16 0.28 0.14
O 4.14120 5.62187 -2.85495 0.14 0.10 -0.60
C 3.22179 5.10589 -2.06452 0.40 -0.65 0.96
O 2.07120 4.87662 -2.30651 -0.72 0.14 -0.43
O 3.80615 4.81372 -0.90053 0.41 0.46 0.40
C 2.93888 4.68328 0.24256 0.18 0.59 -0.80
H 5.07356 7.34080 -4.98256 0.00 0.12 0.02
H 3.72756 7.92593 -3.98672 -0.07 -0.08 0.13
H 3.40499 7.31818 -5.60782 0.21 0.20 -0.08
H 4.39257 5.03375 -4.78367 0.00 0.04 -0.11
H 2.73318 5.50736 -4.38127 0.03 -0.12 0.17
H 2.35968 5.60599 0.33663 -0.23 -0.19 -0.04
H 3.60134 4.63800 1.09743 0.05 -0.37 -0.03
H 2.30876 3.81422 0.10440 -0.07 -0.12 0.38
C 3.37323 3.57261 4.70203 0.63 -0.31 -0.20
C 2.54355 3.00434 3.57419 0.44 0.12 -0.38
O 1.16385 3.08491 3.95005 0.02 -0.18 0.31
C 0.30849 2.54617 3.08105 0.22 0.03 0.24
O 0.58053 2.27358 1.94660 -0.04 -0.22 -0.78
O -0.83171 2.35227 3.70078 -0.64 0.20 0.81
C -2.01402 1.97393 3.00140 -0.04 0.37 -1.54
H 4.41826 3.27385 4.56706 -0.20 0.04 -0.08
H 3.10183 3.16106 5.67229 -0.32 0.21 0.02
H 3.35955 4.66030 4.68235 -0.23 0.03 0.33
H 2.82260 1.97804 3.31983 -0.30 -0.03 0.44
H 2.71453 3.55167 2.64293 -0.20 0.10 0.17
H -1.93289 1.00220 2.50979 0.03 -0.25 0.58
H -2.23983 2.63776 2.15675 0.42 0.28 0.23
H -2.84928 2.08496 3.68107 0.13 -0.43 0.30
C 2.92859 -7.03227 -2.92662 -0.11 0.53 -0.29
C 2.75172 -6.02969 -1.79122 0.96 -0.33 -0.95
O 1.99705 -4.88854 -2.21225 -0.75 -0.39 0.55
C 2.67506 -3.94460 -2.85477 -0.43 0.31 -0.23
O 3.82675 -4.01116 -3.16642 0.89 0.13 -0.16
O 1.84220 -2.94514 -3.09182 -0.40 0.42 0.19
C 2.35810 -1.78978 -3.74133 0.40 0.76 -0.55
H 3.20659 -6.52495 -3.85026 0.14 0.11 0.08
H 1.99263 -7.55726 -3.11792 0.34 -0.10 -0.04
H 3.74240 -7.71123 -2.67516 -0.21 -0.26 0.02
H 3.73637 -5.67497 -1.48709 -0.11 -0.10 0.36
H 2.20228 -6.51078 -0.98876 0.56 0.49 0.09
H 1.58930 -1.02137 -3.80042 -0.27 -0.63 0.32
H 2.64569 -2.00104 -4.77406 0.07 -0.22 0.15
H 3.20320 -1.32307 -3.23187 0.13 -0.53 0.25
C -0.57925 4.85436 -0.53811 -0.55 -0.14 -0.52
C -0.90085 6.11524 0.21894 1.21 -0.15 0.82
O -2.10697 6.68306 -0.26239 -0.27 -0.53 -0.40
C -2.42224 7.88353 0.18486 -0.51 0.04 -0.38
O -1.73332 8.58669 0.86039 0.29 0.47 0.48
O -3.65560 8.16471 -0.26680 0.12 -0.03 0.10
C -4.18356 9.43564 0.10881 -0.58 -0.04 0.34
H 0.19044 4.29532 -0.01420 -0.14 -0.14 0.15
H -0.21996 4.98423 -1.55809 -0.02 0.38 0.06
H -1.50508 4.27457 -0.60881 0.17 -0.27 0.19
H -0.08441 6.84415 0.21327 -0.18 0.08 -0.37
H -0.99204 5.85147 1.28214 -0.42 0.13 -0.10
H -3.97518 10.17766 -0.65659 0.22 0.08 0.06
H -3.83543 9.73485 1.09425 0.33 0.12 -0.15
H -5.26434 9.31702 0.19508 0.06 -0.13 -0.23
C 4.75065 1.29657 -5.09077 -0.21 -0.29 -0.79
Br 3.63115 1.28275 -6.68449 -0.03 0.10 0.10
Br 5.58856 -0.43008 -4.93269 0.08 0.18 0.25
Br 3.73480 1.81556 -3.56778 0.11 0.05 0.25
H 5.50778 2.03591 -5.29249 0.17 0.04 0.19
C -0.00505 -7.13524 -0.87056 -0.31 0.03 0.22
Br -1.89040 -6.77213 -0.90135 -0.08 -0.15 -0.01
Br 0.42711 -8.86797 -1.57401 -0.34 -0.20 0.18
Br 0.71913 -6.93110 0.91087 -0.20 -0.09 0.11
H 0.45129 -6.37889 -1.49117 -0.10 -0.03 -0.07
```
Forces are in eV/Å.



We obtain lowest unoccupied orbital energy values of 0.000; -0.033 Ha for the records listed above, in that order.
We obtain HOMO values of -10.22; -9.66 eV for the records listed above, in that order.